Formula: C27H28BFNO12P
Source: the OMol25 dataset
Level of theory: ωB97M-V/def2-TZVPD

As for the SMILES: CCOB(O)c1c(O)c(P(O)O)c2c(c1C[C@@H](C)O)C(=O)N([C@@H](C)F)C2=O.O=C1C=CC(=O)C=C1.O=C1C=CC(=O)C=C1. The electronic energy comes out at -2468.89232 Ha. The frontier orbital gap is 6.5 eV. The value obtained for the HOMO energy is -8.54 eV. As for the net charge: 0.

Structure (XYZ):
```
71
Properties=species:S:1:pos:R:3:forces:R:3:mulliken_charge:R:1
C -3.5129 2.1399 -0.5498 0.20 -0.30 -0.64 -0.74
C -2.5464 2.9480 -1.6487 -2.50 -0.64 -0.76 0.00
O -1.9441 4.1726 -1.0995 2.70 -2.61 1.64 -0.57
B -0.7580 3.8930 -0.2663 -0.29 2.37 0.07 0.81
O -0.1248 5.0902 0.3919 -3.65 -1.89 -1.27 -0.57
C -0.0950 2.4078 0.0214 1.34 -3.36 0.73 0.59
C -0.3856 1.7707 1.5403 2.13 -1.47 -2.13 -0.53
O -1.1872 2.5474 2.5378 2.99 -0.94 -2.28 -0.59
C 0.2022 0.2571 1.9415 0.95 3.19 -3.81 0.60
P -0.0434 -0.5822 3.6458 0.27 -1.19 1.33 0.21
O -1.2032 0.3080 4.6075 0.91 -0.54 -1.76 -0.46
O 1.4959 -0.3314 4.4915 -1.37 -0.51 -1.52 -0.52
C 1.0379 -0.5162 0.7611 -0.38 2.44 -2.27 -0.34
C 1.3572 0.1109 -0.7195 -1.71 1.30 2.61 0.20
C 0.8064 1.5988 -1.1322 -0.69 -1.88 3.05 0.44
C 1.1557 2.2055 -2.6151 -0.10 0.60 0.52 -0.81
C 2.7199 2.7722 -2.6763 0.36 0.42 0.02 0.25
C 3.4047 2.9373 -1.1776 0.89 0.31 -0.65 -0.92
O 3.5675 1.9159 -3.5413 -1.62 0.32 0.44 -0.54
C 2.2369 -1.0134 -1.5255 2.19 0.40 -3.71 0.14
O 3.0191 -0.9385 -2.6093 -5.44 -0.33 6.95 -0.53
N 2.0882 -2.3506 -0.7694 -1.26 1.33 2.02 -0.13
C 0.8729 -3.1783 -1.1244 -0.54 -1.54 -1.54 0.42
C 0.7332 -3.5666 -2.7111 -0.89 -0.63 0.19 -0.79
F 1.0148 -4.4889 -0.3877 -0.38 3.31 -1.42 -0.37
C 1.7444 -1.9935 0.6839 0.17 -0.51 5.92 0.16
O 1.9404 -2.6725 1.8168 -0.96 3.70 -7.58 -0.50
H -3.9768 1.2110 -1.1354 0.96 2.02 1.29 0.31
H -4.3967 2.8150 -0.1568 1.93 -1.26 -0.91 0.26
H -2.9146 1.7194 0.3637 -1.05 0.90 -1.78 0.09
H -1.7937 2.2249 -2.1844 -1.20 1.45 1.38 0.03
H -3.3052 3.3067 -2.4973 1.78 -0.62 1.82 0.31
H -0.8868 5.7661 0.4630 1.86 -1.29 -0.36 0.31
H -0.6030 3.2883 2.8971 -0.86 -1.41 -0.87 0.33
H -2.1157 -0.1011 4.5173 1.90 0.39 -0.05 0.35
H 2.0438 -1.1814 4.4682 -1.55 1.46 -0.18 0.34
H 0.4798 3.1329 -2.9040 1.09 -1.97 0.97 0.14
H 0.9512 1.3885 -3.4412 0.59 1.48 1.81 0.40
H 2.7652 3.8574 -3.1627 -0.54 -2.24 1.02 0.23
H 3.5766 1.9048 -0.6528 -0.53 2.02 -1.01 0.17
H 2.7938 3.6849 -0.5023 0.98 -1.69 -1.40 0.20
H 4.4780 3.4408 -1.3149 -2.35 -1.17 0.13 0.36
H 3.0193 1.4054 -4.2067 0.76 1.00 1.45 0.33
H -0.1031 -2.6070 -0.7814 1.80 -1.62 -0.30 0.26
H 1.7252 -3.4896 -3.3320 -1.90 0.10 1.45 0.26
H 0.3804 -4.7061 -2.7432 0.87 2.49 0.24 0.34
H -0.1734 -2.9611 -3.1954 2.46 -1.17 1.11 0.15
O 1.1705 0.2900 11.2685 -0.20 -0.29 -0.70 -0.56
C 0.8683 -0.1282 10.1593 0.25 0.38 0.80 0.28
C 0.3655 -1.5030 9.9686 -0.17 -0.37 -0.29 -0.39
C 0.0376 -1.9597 8.7561 0.04 -0.07 0.49 -0.39
C 0.1625 -1.1091 7.5558 -0.22 -0.29 -0.89 0.42
O -0.1397 -1.5273 6.4466 0.13 -0.06 1.09 -0.47
C 0.6653 0.2657 7.7464 0.16 0.44 0.19 -0.07
C 0.9931 0.7224 8.9590 -0.06 0.00 -0.43 -0.44
H 0.2789 -2.1143 10.8589 0.02 0.05 -0.01 0.40
H -0.3320 -2.9656 8.5987 0.01 0.03 -0.03 0.42
H 0.7519 0.8770 6.8561 -0.02 -0.10 -0.01 0.40
H 1.3627 1.7283 9.1164 -0.01 -0.03 0.03 0.41
O -1.5941 -2.3562 -4.4750 -0.39 0.07 -0.79 -0.57
C -1.8467 -2.5043 -5.6628 0.13 0.07 0.64 0.36
C -0.7800 -2.4773 -6.6829 0.14 -0.02 -0.42 -0.25
C -1.0571 -2.6370 -7.9806 0.33 0.08 0.36 -0.38
C -2.4409 -2.8489 -8.4496 -0.21 -0.13 -1.01 0.31
O -2.6935 -2.9970 -9.6374 0.18 0.11 0.88 -0.55
C -3.5076 -2.8759 -7.4295 -0.15 0.03 0.48 -0.38
C -3.2305 -2.7161 -6.1318 -0.30 -0.07 -0.32 -0.33
H 0.2300 -2.3217 -6.3229 -0.03 -0.01 0.02 0.46
H -0.2867 -2.6192 -8.7418 -0.05 -0.01 0.00 0.41
H -4.5176 -3.0315 -7.7895 0.05 0.00 -0.02 0.40
H -4.0009 -2.7340 -5.3706 0.04 0.00 0.01 0.42
```
Forces are in eV/Å.

Formula: C30H90O30
Source: the OMol25 dataset
Level of theory: ωB97M-V/def2-TZVPD

For the energy above the lowest of the compared OMol25 structures with the same formula, charge and spin, the calculation gives 114.2 kcal per mole. The electronic energy comes out at -3453.85424 Ha. The frontier orbital gap is 7.9 eV. The value obtained for the HOMO energy is -7.78 eV. As for the net charge: 0.

Structure (XYZ):
```
150
Properties=species:S:1:pos:R:3:forces:R:3:mulliken_charge:R:1
C 2.8350 4.9586 0.2384 0.52 0.59 -1.35 -0.12
C 2.0832 4.5468 -1.0367 -1.30 -1.75 0.56 -0.48
O 1.7740 3.1114 -0.9948 0.50 1.03 0.35 0.03
O 4.2046 4.6435 0.1690 0.65 -0.80 0.16 -0.48
H 2.4091 4.4534 1.1050 -0.09 -0.06 -0.12 -0.40
H 2.7835 6.0418 0.3575 -0.62 0.13 0.13 0.50
H 2.5312 4.6816 -2.0215 0.69 0.74 0.36 0.42
H 1.0792 4.9731 -1.0635 0.09 0.79 0.15 0.28
H 1.3199 2.9821 -1.8331 -0.15 -0.66 -0.35 0.14
H 4.7580 5.3911 -0.0664 -0.35 0.14 -0.03 0.28
C 3.1834 1.3226 4.7656 0.17 -1.69 0.79 -1.07
C 2.0779 1.3299 3.7185 1.05 1.09 0.05 1.44
O 2.6076 1.7645 2.4539 -0.65 -0.29 1.18 -0.05
O 4.3447 0.6563 4.3127 0.20 0.46 -0.43 -0.36
H 2.8478 0.6863 5.5878 -0.81 0.06 0.34 0.36
H 3.4141 2.2635 5.2681 -0.01 0.64 -0.66 0.44
H 1.3841 2.0606 4.1381 -0.46 0.12 -0.23 -0.52
H 1.5453 0.3796 3.6879 0.37 -0.18 -0.35 -0.41
H 1.9943 2.4310 2.1302 -0.11 -0.05 -0.14 -0.07
H 4.9760 0.6683 5.0360 0.11 -0.07 -0.07 0.22
C -0.2446 4.5362 2.6101 0.51 -0.89 0.40 -0.38
C -0.0470 4.5008 4.1425 -0.23 0.92 -0.55 -0.83
O -0.9959 3.6452 4.7303 -0.46 -1.18 0.14 -0.55
O 0.2630 3.2771 2.0500 -0.60 1.76 0.34 1.11
H 0.2933 5.3881 2.1941 0.41 -0.26 -0.05 0.44
H -1.2689 4.6607 2.2587 -0.22 0.02 0.54 0.24
H -0.2207 5.4300 4.6871 0.34 0.73 -0.80 0.50
H 0.9854 4.2060 4.3346 0.05 -0.30 -0.03 0.21
H -0.9313 3.7550 5.6819 -0.09 -0.21 0.04 0.26
H -0.4815 2.6709 2.0942 0.05 -0.40 0.00 -0.76
C 1.2613 -3.0753 4.6463 0.06 1.58 0.45 0.02
C 0.1464 -3.2204 5.6787 0.06 -1.21 0.01 -0.60
O -0.8505 -2.2450 5.5613 -0.61 1.59 -0.72 -0.49
O 2.0102 -1.8908 4.9451 -0.38 -0.13 -0.27 -0.28
H 0.8235 -2.9249 3.6591 0.07 0.01 -0.08 -0.34
H 1.9922 -3.8830 4.6009 -0.57 -0.60 0.17 0.47
H 0.5602 -3.1049 6.6812 0.22 -0.62 0.11 0.33
H -0.3931 -4.1528 5.5052 0.58 -0.65 0.42 0.37
H -1.5666 -2.3777 6.1866 0.23 -0.27 0.20 0.25
H 2.4852 -2.0696 5.7606 0.23 0.14 0.01 0.22
C -2.9298 0.6386 3.8931 -0.92 -1.50 -0.99 -0.63
C -2.8373 -0.6628 3.0485 0.75 0.90 -0.19 -0.18
O -1.5367 -1.2100 3.1817 -0.35 -0.49 -0.06 -0.47
O -2.3904 1.7089 3.1713 0.74 0.29 -0.10 -0.41
H -2.3896 0.4162 4.8138 0.01 0.32 0.16 0.40
H -3.9806 0.8671 4.0765 -0.14 -0.13 0.36 0.45
H -2.8558 -0.4915 1.9717 -0.81 0.47 0.00 -0.25
H -3.6310 -1.3592 3.3212 0.00 -0.12 0.09 0.43
H -1.5114 -1.6991 4.0116 0.65 -0.03 0.34 0.11
H -2.0106 2.3279 3.8035 0.30 0.48 0.10 0.06
C -4.6600 -0.0253 -1.5634 -0.75 -0.13 1.16 0.51
C -5.5175 -0.4580 -2.7179 0.40 1.07 -1.05 -0.68
O -6.5082 -1.3958 -2.4203 -0.32 -0.82 0.67 -0.61
O -5.3503 0.8978 -0.6935 -0.48 0.24 -1.31 -0.67
H -3.7348 0.3730 -1.9806 0.09 0.19 0.23 0.00
H -4.4408 -0.8529 -0.8875 0.44 -0.48 -0.48 0.01
H -4.8686 -0.7814 -3.5334 0.23 -0.52 0.12 0.26
H -5.9732 0.4309 -3.1586 -0.18 0.40 0.20 0.50
H -6.9191 -1.6833 -3.2389 -0.02 0.10 -0.02 0.36
H -4.6866 1.4192 -0.2295 0.48 -0.46 0.55 0.42
C 1.1902 2.6200 -4.8358 0.52 -0.64 0.72 -0.17
C 0.6452 3.8438 -5.5189 0.37 1.34 0.43 -0.82
O -0.6757 3.8148 -6.0290 -0.16 -0.79 0.42 -0.50
O 0.7156 2.4344 -3.4964 -0.17 0.16 -0.40 -0.51
H 2.2511 2.7405 -4.6145 0.23 0.17 -0.83 0.41
H 1.0498 1.7009 -5.4062 0.04 -0.08 -0.14 0.34
H 1.2190 4.2489 -6.3536 0.90 -0.46 0.19 0.42
H 0.7256 4.5854 -4.7231 -0.50 0.39 -0.13 0.23
H -0.5716 3.2241 -6.7796 -0.59 0.01 -0.28 0.33
H -0.1369 1.9867 -3.5240 -0.61 0.14 0.11 0.02
C 5.1578 -2.4302 1.9880 1.38 0.37 0.73 -0.90
C 3.7067 -2.2472 1.7273 -1.71 1.48 -0.72 0.66
O 3.3633 -0.8569 1.5011 1.34 -1.47 0.15 -0.06
O 5.6457 -1.4131 2.8912 -0.12 -1.00 -0.41 -0.44
H 5.7652 -2.4827 1.0832 -0.21 0.72 -0.43 0.38
H 5.3797 -3.4119 2.4111 -0.55 -0.35 0.38 0.41
H 3.0776 -2.6504 2.5222 0.17 -0.03 0.38 -0.41
H 3.4474 -2.7989 0.8216 0.08 -0.44 -0.17 0.11
H 2.4079 -0.7604 1.4432 -0.16 -0.14 0.24 -0.25
H 6.5954 -1.5539 2.9179 0.10 0.16 0.13 0.24
C 1.4347 -3.4961 -2.6777 -1.99 2.10 0.31 0.89
C 1.6792 -2.0547 -3.1797 -0.88 -1.18 1.88 0.68
O 2.2149 -1.9936 -4.4296 0.70 0.05 -1.77 -0.62
O 2.6010 -4.1845 -2.6460 1.85 -1.36 -0.35 -0.64
H 0.6299 -3.9755 -3.2371 0.13 -0.19 -0.38 0.20
H 1.0794 -3.4161 -1.6480 -0.46 0.30 0.23 -0.59
H 2.3190 -1.5954 -2.4240 0.10 0.41 0.05 -0.34
H 0.7096 -1.5567 -3.2019 0.05 0.17 0.04 -0.25
H 2.9991 -2.5489 -4.4373 0.15 -0.07 -0.10 0.41
H 2.3979 -5.0060 -2.1915 0.40 -0.24 -0.02 0.40
C -2.2004 -3.9466 -2.8364 -0.79 1.71 -0.57 0.47
C -3.6863 -4.1113 -2.5981 -0.40 0.60 0.99 -0.29
O -4.4906 -4.5361 -3.6994 0.69 -0.03 -0.09 -0.59
O -1.4990 -5.1278 -2.8853 0.63 -1.52 0.23 -0.48
H -1.7760 -3.3015 -2.0668 -0.18 -0.31 0.40 -0.29
H -1.9985 -3.3571 -3.7331 -0.33 -0.07 -0.47 0.29
H -4.1019 -3.1762 -2.2193 0.21 0.38 -0.10 0.00
H -3.8372 -4.8021 -1.7666 0.26 -0.34 0.12 0.41
H -5.3801 -4.4909 -3.3402 -0.21 -0.11 -0.30 0.34
H -2.0488 -5.7653 -3.3483 0.14 -0.24 -0.11 0.36
C 4.5174 0.8301 -1.0497 -1.65 1.01 2.16 0.07
C 5.9982 0.6902 -0.6750 -1.24 0.92 -0.67 -0.80
O 6.1296 0.1840 0.6374 0.24 -0.52 -0.86 -0.31
O 3.7437 1.4518 0.0138 1.20 -0.39 -0.40 0.31
H 4.0556 -0.1547 -1.1349 0.40 -0.38 -0.41 -0.22
H 4.2964 1.4355 -1.9295 0.73 -0.26 -0.52 0.36
H 6.5557 1.6265 -0.7287 -0.25 0.36 -0.19 0.30
H 6.3268 0.0806 -1.5192 0.76 -0.67 0.31 0.36
H 7.0296 -0.1503 0.6684 0.08 -0.06 0.35 0.26
H 3.0467 1.9938 -0.3676 0.06 0.17 -0.30 -0.19
C 0.2469 0.3406 0.4348 0.41 -0.74 -1.01 1.12
C -0.2269 -0.4536 -0.8370 0.65 0.27 1.16 0.76
O -1.5316 -0.9866 -0.7190 -0.83 0.77 -0.53 0.73
O 0.6048 -0.5384 1.5027 -0.44 0.30 -0.69 1.74
H -0.4761 1.0872 0.7655 -0.51 -0.25 -0.14 -1.01
H 1.1276 0.9329 0.1858 0.21 -0.26 -0.07 -0.27
H 0.4842 -1.2389 -1.0951 0.21 -0.13 0.61 -0.97
H -0.1533 0.1932 -1.7122 -0.62 0.33 0.03 -0.45
H -1.6510 -1.8552 -0.3288 0.65 -0.19 0.26 -0.62
H -0.2190 -0.8008 1.9245 -0.12 -0.23 0.53 -0.73
C -0.4484 -5.4625 0.9787 1.83 0.24 0.99 -0.71
C -0.7876 -3.9562 1.0739 0.44 -2.38 0.04 0.45
O -2.0192 -3.7806 0.4546 -1.08 1.23 -1.21 -0.35
O -0.0150 -5.9480 -0.2895 -0.64 0.79 0.43 -0.53
H -1.2151 -6.0969 1.4266 -0.53 0.05 -0.22 0.32
H 0.4202 -5.6102 1.6225 0.11 -0.07 0.20 0.40
H -0.0005 -3.4338 0.5298 -0.21 0.42 0.05 -0.13
H -0.8443 -3.6360 2.1147 0.30 0.07 0.08 -0.18
H -2.6707 -4.4002 0.7913 0.08 -0.02 0.17 0.34
H -0.5594 -5.4807 -0.9307 -0.18 -0.22 -0.70 0.33
C -3.2176 3.3618 0.5097 0.12 1.28 -0.08 0.67
C -3.8386 4.0022 -0.7672 1.25 -1.46 0.90 -0.93
O -5.2082 3.9408 -0.7245 -1.43 0.11 -0.11 -0.62
O -3.3017 1.9508 0.6305 0.00 0.61 -1.18 -0.33
H -3.7370 3.7944 1.3662 -0.04 0.29 0.10 0.32
H -2.1782 3.6933 0.5355 0.30 -0.13 0.02 -0.33
H -3.4949 3.4105 -1.6177 0.49 0.23 -0.32 0.27
H -3.5273 5.0429 -0.8561 0.15 -0.07 0.08 0.45
H -5.4099 3.0243 -0.9362 -0.74 -0.22 -0.03 0.50
H -2.8353 1.7495 1.4485 -0.08 -0.27 0.42 -0.06
C -1.4922 0.4499 -4.9047 0.81 -0.68 0.89 -0.32
C -2.4102 -0.7910 -4.9566 0.26 1.36 -1.92 0.31
O -3.6118 -0.3161 -5.5683 -0.86 0.25 0.60 -0.61
O -1.7820 1.3332 -3.8341 -0.64 -0.08 0.49 -0.35
H -1.4402 1.0935 -5.7830 -0.28 -0.75 -0.58 0.16
H -0.4823 0.1221 -4.6540 0.17 -0.27 -0.31 -0.06
H -2.5280 -1.2312 -3.9662 -0.26 0.16 0.06 -0.39
H -2.0404 -1.5242 -5.6741 0.73 -0.19 0.45 0.70
H -3.9170 -0.8974 -6.2681 0.12 -0.17 0.18 0.33
H -2.5582 1.8445 -4.0775 -0.10 0.19 0.08 0.13
```
Forces are in eV/Å.

Formula: C5H7FKO3
Source: the OMol25 dataset
Level of theory: ωB97M-V/def2-TZVPD

For the energy above the lowest of the compared OMol25 structures with the same formula, charge and spin, the calculation gives 70.4 kcal per mole. The electronic energy comes out at -1120.00361 Ha. As for the multiplicity: 2. The frontier orbital gap (alpha / beta) is 7.3 / 6.9 eV. The value obtained for the HOMO energy (alpha / beta) is -8.17 / -8.15 eV. As for the net charge: 0.

Structure (XYZ):
```
17
Properties=species:S:1:pos:R:3:forces:R:3:mulliken_charge:R:1
C -1.3027 -1.1290 0.1483 3.31 -1.64 2.09 -0.01
C -2.1301 -1.0296 -0.9654 -0.97 1.65 -1.11 -1.55
H -0.7737 -1.0963 1.1093 -1.05 3.01 0.18 0.44
H -1.6529 -2.0881 0.5568 0.62 -1.74 -0.72 0.33
H -3.1134 -0.5582 -0.8817 0.08 -0.13 -0.14 0.44
H -1.9184 -1.5860 -1.8826 -0.01 0.08 0.28 0.38
O 1.5655 1.2146 1.1534 1.04 -0.79 -0.54 -0.35
C 0.4161 1.9687 1.3081 -1.48 0.27 2.08 0.68
C 1.7908 0.5059 -0.0521 -0.75 1.04 0.64 -0.14
O 0.0262 2.0567 2.4759 0.55 0.01 -0.98 -0.66
O -0.1152 2.4545 0.2794 0.36 0.03 -0.64 -0.82
C 1.0942 -0.8164 -0.1124 -0.92 -2.01 -1.04 -0.21
H 2.8802 0.3518 -0.1074 -0.31 -0.25 -0.02 0.31
H 1.5032 1.0913 -0.9347 0.06 0.09 0.09 0.12
F 1.6995 -1.7224 0.7134 -0.52 0.23 -0.01 -0.24
H 1.0251 -1.2437 -1.1205 0.30 0.12 0.18 0.27
K -0.9942 1.6259 -1.6878 -0.31 0.03 -0.35 1.00
```
Forces are in eV/Å.